# 1
DFT (the ωB97M-V functional and the def2-TZVPD basis) results for a structure of composition C17H31Cl2MnNO3P2.

Last column: Mulliken spin population.
Element x y z (Å)
Mn: -0.981 0.252 0.518  3.093
P: 4.298 -0.698 -0.790  0.005
P: -3.163 1.151 0.952  -0.073
N: -1.603 0.116 -1.244  -0.296
H: 3.960 -0.639 0.590  -0.001
C: 4.619 -2.417 -1.238  0.001
H: 5.558 -2.454 -1.788  0.000
H: 3.817 -2.842 -1.857  0.000
H: 4.714 -3.028 -0.325  0.000
C: 5.735 0.354 -1.071  0.000
H: 6.370 -0.041 -1.868  0.000
H: 6.325 0.404 -0.141  0.000
H: 5.401 1.367 -1.334  0.000
C: 2.954 -0.054 -1.807  -0.001
H: 3.282 -0.048 -2.854  0.000
H: 2.702 0.969 -1.503  -0.001
H: 2.039 -0.661 -1.729  0.002
C: -3.895 -0.518 1.184  -0.017
H: -4.950 -0.368 1.435  0.000
H: -3.375 -1.045 1.995  0.002
H: -3.783 -1.087 0.253  0.006
C: -3.294 2.005 2.555  -0.001
H: -4.296 1.930 3.000  -0.002
H: -3.054 3.062 2.377  0.002
H: -2.563 1.619 3.274  -0.005
C: -4.255 1.968 -0.254  0.008
H: -5.320 1.883 -0.019  -0.001
H: -4.069 1.514 -1.233  -0.001
H: -3.987 3.030 -0.314  0.002
C: -1.725 0.276 -2.530  0.030
C: -2.112 -0.637 -4.812  -0.023
C: -1.898 -0.828 -3.460  0.025
C: -1.749 1.590 -3.150  0.021
C: -1.976 1.768 -4.505  -0.021
C: -2.189 0.663 -5.349  0.046
H: -2.222 -1.495 -5.480  -0.002
H: -1.866 -1.836 -3.043  0.013
H: -1.600 2.460 -2.499  0.010
H: -1.992 2.780 -4.927  -0.003
H: -2.404 0.817 -6.406  0.004
C: 1.911 -0.367 1.362  0.079
O: 1.082 0.223 0.592  0.044
C: 1.890 -1.853 1.414  -0.011
H: 1.203 -2.157 2.248  0.008
H: 2.888 -2.275 1.639  0.002
H: 1.519 -2.250 0.454  0.004
C: 2.562 0.435 2.441  -0.002
H: 2.010 0.260 3.387  0.003
H: 2.493 1.511 2.167  -0.002
H: 3.605 0.136 2.596  0.003
Cl: -1.135 0.984 5.572  0.000
C: -1.519 -0.648 4.968  0.000
Cl: -3.264 -0.884 4.699  0.001
C: -0.708 -0.935 3.664  0.022
O: 0.265 -1.677 3.921  0.009
O: -1.059 -0.417 2.543  0.021
H: -1.195 -1.372 5.728  0.000

- LUMO level (spin up / spin down) (eV) = -0.9 / -0.9
- spin multiplicity = 4
- HOMO energy (spin up / spin down) (eV) = -4.58 / -4.97
- charge = 0
- Kohn-Sham gap (spin up / spin down) (Eh) = 0.137 / 0.151


# 2
DFT (the ωB97M-V functional and the def2-TZVPD basis) results for the ion C17H31ClFIN5O4 with charge +1.

Last column: Mulliken charge in e.
Element x y z (Å)
C: 2.121 4.378 -2.070  -1.384
C: 1.082 3.255 -2.120  0.103
C: 1.759 1.984 -1.653  -0.998
O: 0.793 0.933 -1.587  0.017
C: 0.837 0.136 -0.474  -0.246
C: 2.193 -0.516 -0.153  -2.425
C: 2.690 -1.560 -1.137  0.699
C: 4.008 -2.140 -0.614  -1.401
Cl: 2.980 -0.932 -2.779  -0.161
C: 0.135 0.852 0.726  -0.010
C: 0.790 0.633 2.077  -1.249
N: 0.453 1.714 3.020  -0.449
N: -1.259 0.403 0.597  0.974
C: -2.179 0.983 1.575  -0.560
C: -2.198 2.501 1.456  -0.923
O: -2.314 2.878 0.092  -0.483
C: -1.109 -0.904 0.276  -1.335
N: -1.729 -1.982 0.669  0.690
C: -1.342 -3.315 0.256  -0.885
N: -0.927 -4.053 1.434  -0.463
C: -2.887 -1.878 1.591  -0.346
C: -3.671 -3.153 1.741  0.033
O: -3.839 -3.793 2.754  -0.475
F: -4.267 -3.486 0.578  -0.224
N: -0.090 -1.008 -0.657  0.404
C: -0.543 -1.310 -2.006  -0.627
C: -1.705 -0.421 -2.465  -0.110
O: -2.809 -0.468 -1.961  -0.460
I: -1.379 0.915 -4.136  0.063
H: 1.814 5.244 -2.633  0.413
H: 3.091 4.038 -2.408  0.314
H: 2.257 4.670 -1.035  0.357
H: 0.292 3.520 -1.430  0.049
H: 0.710 3.136 -3.125  0.223
H: 2.545 1.749 -2.354  0.621
H: 2.185 2.197 -0.679  0.379
H: 2.052 -1.054 0.775  0.967
H: 2.978 0.205 0.039  0.550
H: 1.986 -2.375 -1.184  0.066
H: 4.831 -1.573 -1.022  0.371
H: 4.141 -3.168 -0.909  0.385
H: 4.069 -2.037 0.461  0.376
H: 0.276 1.909 0.527  1.352
H: 0.502 -0.316 2.528  0.311
H: 1.865 0.598 1.957  0.567
H: 0.754 2.582 2.589  0.225
H: 1.042 1.624 3.836  0.329
H: -3.196 0.677 1.403  0.570
H: -1.960 0.744 2.610  0.312
H: -3.077 2.836 1.990  0.576
H: -1.296 2.944 1.833  0.218
H: -3.230 3.058 -0.113  0.313
H: -2.161 -3.813 -0.239  0.480
H: -0.544 -3.276 -0.469  0.365
H: -0.217 -3.536 1.932  0.169
H: -0.555 -4.943 1.142  0.293
H: -3.562 -1.149 1.181  0.442
H: -2.560 -1.593 2.576  0.400
H: 0.273 -1.216 -2.704  0.682
H: -0.902 -2.326 -2.100  0.558

- structure (SMILES) = CCCO[C@@]1(C[C@H](C)Cl)[C@H](CN)N(CCO)C(N(CN)CC(=O)F)=[N+]1CC(=O)I
- LUMO level (eV) = -3.0
- spin multiplicity = 1
- energy above the lowest of the compared OMol25 structures with the same formula, charge and spin (kcal per mole) = 0.0
- HOMO energy (eV) = -12.20
- charge = +1
- Kohn-Sham gap (Eh) = 0.339


# 3
DFT (the ωB97M-V functional and the def2-TZVPD basis) results for a structure of composition C17H31F5P2Pd.

Last column: Mulliken spin population.
Element x y z (Å)
P: 1.152 1.733 -2.139  0.045
P: -1.683 -1.204 -1.489  0.044
C: 0.221 0.485 -3.122  -0.005
C: -1.242 0.021 -2.804  0.000
H: 0.884 -0.385 -3.272  -0.005
H: 0.155 0.980 -4.108  0.002
H: -1.931 0.884 -2.726  -0.002
H: -1.568 -0.528 -3.704  -0.001
C: -0.865 -2.742 -1.908  0.002
H: -0.964 -3.457 -1.080  0.006
H: 0.197 -2.594 -2.155  -0.005
H: -1.385 -3.143 -2.791  0.000
C: -3.447 -1.469 -1.777  -0.003
H: -3.550 -2.004 -2.729  0.001
H: -3.976 -0.506 -1.832  0.000
H: -3.864 -2.080 -0.964  0.001
C: 2.822 1.782 -2.811  -0.008
H: 3.500 2.275 -2.108  0.000
H: 2.821 2.339 -3.759  -0.001
H: 3.174 0.755 -3.000  0.002
C: 0.376 3.340 -2.468  0.006
H: -0.723 3.298 -2.421  -0.003
H: 0.669 3.683 -3.473  0.000
H: 0.719 4.080 -1.733  0.001
Pd: 2.131 -1.355 3.480  0.641
C: -1.617 -0.661 0.235  -0.105
C: -0.246 -0.958 0.571  0.437
C: 0.946 -0.762 -0.212  -0.154
C: 1.901 0.398 0.197  0.013
C: 1.332 1.776 -0.341  -0.078
C: 0.104 2.039 0.413  0.549
C: -1.210 1.807 -0.111  -0.171
C: -2.087 0.773 0.623  0.163
C: 1.492 0.481 3.809  0.258
H: -2.291 -1.361 0.759  -0.009
H: -0.096 -1.393 1.563  0.026
H: 0.678 -0.576 -1.263  0.022
H: 1.522 -1.708 -0.224  0.011
H: 1.980 0.418 1.296  0.103
H: 2.904 0.194 -0.206  -0.010
H: 2.088 2.563 -0.165  0.005
H: 0.204 2.252 1.472  -0.020
H: -1.048 1.403 -1.131  0.057
H: -1.768 2.749 -0.260  0.034
H: -2.007 0.881 1.708  -0.007
H: -3.146 0.909 0.362  0.010
H: 0.407 0.504 3.627  -0.029
H: 2.036 1.170 3.157  0.026
H: 1.715 0.696 4.867  -0.007
F: 1.629 -3.850 4.821  0.005
C: 0.921 -2.752 4.371  0.180
F: -0.046 -3.209 3.489  0.002
C: 0.194 -2.124 5.585  -0.026
F: 1.076 -1.638 6.491  -0.002
F: -0.644 -1.137 5.202  -0.002
F: -0.546 -3.073 6.188  0.002

- LUMO level (spin up / spin down) (eV) = -0.7 / -0.6
- spin multiplicity = 3
- energy above the lowest of the compared OMol25 structures with the same formula, charge and spin (kcal per mole) = 50.2
- HOMO energy (spin up / spin down) (eV) = -4.07 / -5.11
- charge = 0
- Kohn-Sham gap (spin up / spin down) (Eh) = 0.125 / 0.164


# 4
DFT (the ωB97M-V functional and the def2-TZVPD basis) results for a structure of composition C17H31F5P2W.

Last column: Mulliken spin population.
Element x y z (Å)
P: -1.088 1.998 -1.783  0.014
P: -1.292 -2.224 -1.479  0.044
C: -0.687 0.731 -3.029  -0.001
C: -1.703 -0.368 -3.387  0.464
H: 0.336 0.351 -2.787  0.001
H: -0.486 1.335 -3.937  0.019
H: -2.580 -0.034 -4.052  -0.044
H: -1.206 -1.088 -4.028  0.019
C: 0.150 -2.618 -2.582  0.001
H: 0.989 -2.864 -1.917  -0.003
H: 0.488 -1.809 -3.226  -0.003
H: -0.058 -3.465 -3.251  0.000
C: -1.940 -3.934 -1.713  0.038
H: -1.882 -4.272 -2.767  -0.001
H: -2.976 -4.008 -1.387  -0.002
H: -1.332 -4.574 -1.070  0.001
C: -0.518 3.555 -2.394  0.000
H: -0.062 4.128 -1.580  0.000
H: -1.376 4.095 -2.809  0.001
H: 0.223 3.384 -3.181  0.000
C: -2.837 2.097 -1.328  -0.004
H: -3.194 1.098 -0.952  -0.001
H: -3.403 2.568 -2.138  -0.009
H: -2.930 2.735 -0.441  0.007
W: -3.561 -0.572 -2.335  0.994
C: -4.852 -2.184 -2.473  -0.021
C: -3.842 -2.113 -3.573  0.083
C: -4.228 -1.508 -4.895  0.034
C: -4.857 -0.115 -4.855  0.047
C: -4.548 0.672 -3.606  0.156
C: -5.352 0.539 -2.391  0.116
C: -6.571 -0.320 -2.244  0.013
C: -6.284 -1.770 -2.673  0.007
C: -0.336 1.601 -0.216  -0.006
H: -4.783 -3.031 -1.789  0.002
H: -3.140 -2.920 -3.590  -0.007
H: -4.894 -2.184 -5.447  -0.001
H: -3.327 -1.453 -5.514  -0.007
H: -4.447 0.451 -5.703  -0.006
H: -5.934 -0.208 -5.030  0.001
H: -4.115 1.680 -3.802  -0.006
H: -5.420 1.439 -1.758  0.002
H: -7.495 0.026 -2.742  0.017
H: -6.849 -0.320 -1.172  0.001
H: -6.908 -2.382 -2.005  -0.005
H: -6.633 -1.983 -3.695  -0.005
H: -0.910 0.782 0.234  0.006
H: -0.433 2.459 0.476  0.000
H: 0.684 1.242 -0.286  0.000
F: 0.969 -1.445 -0.070  0.002
C: -0.273 -2.003 0.308  0.036
F: -0.078 -3.358 0.578  0.003
C: -0.438 -1.416 1.803  0.001
F: -0.508 -0.063 1.991  0.000
F: -1.525 -1.935 2.425  0.000
F: 0.663 -1.797 2.520  0.000

- LUMO level (spin up / spin down) (eV) = -7.3 / -8.5
- spin multiplicity = 3
- energy above the lowest of the compared OMol25 structures with the same formula, charge and spin (kcal per mole) = 12.2
- HOMO energy (spin up / spin down) (eV) = -14.24 / -15.19
- charge = +2
- Kohn-Sham gap (spin up / spin down) (Eh) = 0.254 / 0.248


| no. | F_max (eV/Å) |
| --- | --- |
| 1 | 3.75 |
| 2 | 3.21 |
| 3 | 2.54 |
| 4 | 6.22 |